Molecular formula: C6H4O
Method: DFT, the ωB97M-V functional and the def2-TZVPD basis

ΔE to the lowest compared entry with this formula, charge and spin   5.592 eV
Frontier orbital gap   9.069 eV
Highest occupied orbital energy   -0.3345 Ha
LUMO energy   -0.03 eV

```
11
C6H4O, DFT the ωB97M-V functional and the def2-TZVPD basis
C -0.89 -0.58 -0.48
C -0.84 0.49 -1.71
C 0.19 -0.31 -1.58
C 0.58 -0.97 -0.37
C 0.20 -0.18 0.79
C 0.30 1.31 0.92
O 0.64 2.06 0.04
H -1.67 -1.34 -0.44
H 0.88 -2.00 -0.28
H 0.32 -0.69 1.76
H -0.05 1.69 1.91
```